Density functional theory data (the ωB97M-V functional and the def2-TZVPD basis) for 4 unconnected molecules or ions with the total composition C18H37F3N6O4P in a non-equilibrium geometry.

Calculated values
- Largest force on an atom: 2.3 eV/Å
- Calculated total energy: -1978.293418 Ha
- HOMO-LUMO gap: 8.8 eV
- Spin multiplicity: 1
- Total charge: +1

Each line ends with the natural charge from an NBO analysis.
Element x y z (Å)
C  3.54  -0.94  3.22  -0.6172
C  2.00  -0.90  3.10  -0.6761
P  1.61  -0.32  1.37  0.7413
C  -0.17  -0.61  1.07  -0.9413
C  1.95  1.49  1.44  0.1258
N  3.12  1.92  1.00  -0.4837
C  3.23  3.29  1.15  0.1569
C  4.41  4.14  0.81  -0.4553
C  5.30  3.63  -0.31  0.0155
O  6.28  4.60  -0.56  -0.6792
C  6.00  2.28  0.02  0.9395
F  5.53  1.29  -0.77  -0.3327
F  7.30  2.35  -0.21  -0.2892
F  5.84  1.88  1.29  -0.3285
C  2.06  3.64  1.68  -0.0768
N  1.26  2.54  1.87  -0.1276
N  0.00  2.48  2.45  -0.6013
H  3.94  0.07  3.29  0.2016
H  3.88  -1.50  4.09  0.2346
H  3.95  -1.39  2.31  0.2148
H  1.56  -1.88  3.27  0.2468
H  1.61  -0.14  3.78  0.2295
H  -0.34  -1.67  1.26  0.2660
H  -0.84  -0.06  1.72  0.2565
H  -0.38  -0.46  0.01  0.2511
H  3.78  1.24  0.62  0.4634
H  5.01  4.26  1.72  0.2571
H  4.05  5.15  0.59  0.2598
H  4.69  3.48  -1.21  0.1980
H  6.43  4.67  -1.51  0.4917
H  1.77  4.64  1.95  0.2434
H  -0.59  1.76  2.03  0.4144
H  -0.45  3.38  2.29  0.3771
C  -3.26  1.51  1.32  0.5356
O  -2.65  1.01  2.26  -0.6768
N  -4.47  1.13  0.91  -0.3984
C  -5.14  1.76  -0.21  -0.3992
C  -5.13  0.03  1.60  -0.4253
H  -2.85  2.34  0.73  0.0968
H  -6.09  2.18  0.12  0.2066
H  -5.34  1.02  -0.99  0.2079
H  -4.53  2.55  -0.63  0.2069
H  -5.26  0.29  2.65  0.2157
H  -4.51  -0.86  1.54  0.2374
H  -6.10  -0.16  1.15  0.2098
C  -3.11  -3.17  0.54  0.5286
O  -2.86  -2.03  0.17  -0.6683
N  -2.49  -4.28  0.12  -0.4158
C  -2.83  -5.60  0.61  -0.4001
C  -1.43  -4.15  -0.88  -0.4153
H  -3.89  -3.38  1.30  0.1106
H  -1.96  -6.05  1.08  0.2005
H  -3.16  -6.23  -0.22  0.2061
H  -3.63  -5.53  1.34  0.2130
H  -0.64  -3.51  -0.49  0.1952
H  -1.84  -3.68  -1.78  0.2295
H  -1.03  -5.12  -1.13  0.2197
C  -0.61  -2.26  -3.72  0.5299
O  -0.61  -3.45  -3.96  -0.6239
N  -1.04  -1.29  -4.55  -0.4273
C  -1.01  0.11  -4.20  -0.3957
C  -1.56  -1.68  -5.86  -0.4183
H  -0.24  -1.86  -2.75  0.0975
H  -2.02  0.52  -4.22  0.1976
H  -0.38  0.66  -4.91  0.1981
H  -0.60  0.24  -3.20  0.2021
H  -2.41  -2.35  -5.73  0.2180
H  -0.78  -2.22  -6.41  0.2199
H  -1.86  -0.80  -6.41  0.2058